Record 1
Entry from OMol25: a structure of composition C3H9N2S (the ωB97M-V functional and the def2-TZVPD basis).

Element x y z (Å)
C: 1.7278 -0.0228 -0.2093
C: 2.6397 0.9408 0.4404
C: -1.3741 -0.2805 -0.4592
N: 1.6714 -1.1900 -0.4013
N: -2.7136 -0.0620 0.3549
S: -0.3091 1.1252 -0.6281
H: 3.6376 0.3122 0.4500
H: 2.6323 1.9202 -0.1851
H: 2.0883 0.9473 1.4457
H: -0.8624 -1.0255 -0.0136
H: -1.7622 -0.5676 -1.5128
H: 1.3607 -2.0630 -0.6996
H: -2.4259 -0.1134 1.3093
H: -2.9085 0.9122 0.1075
H: -3.4018 -0.8330 0.0013

Cartesian forces (eV/Å) of the 6 atoms listed first:
-1.309 -0.928 -0.350
0.076 -0.560 -0.549
-2.298 1.847 -3.868
1.020 1.610 0.506
0.939 -1.178 -2.481
0.462 0.114 0.624

As for the spin multiplicity: 1. As for the HOMO-LUMO gap: 8.7909 eV. The total energy is -627.0553 Eh. As for the molecular weight: 105.19 g mol⁻¹. As for the HOMO energy: -12.415 eV. As for the net charge: +1. For the LUMO energy, the calculation gives -3.62 eV. Its largest force on an atom is 0.0946 Eh/bohr.



Record 2
Entry from OMol25: an isolated molecule of C15H22N4O (the ωB97M-V functional and the def2-TZVPD basis).

Element x y z (Å)
C: -1.9198 0.0133 -2.3276
C: -2.2293 -0.7404 -1.0804
N: -1.6784 -1.8550 -0.8050
C: -2.2239 -2.3394 0.4473
C: -3.2149 -1.2529 0.9214
N: -3.1859 -0.3184 -0.1923
C: -3.8062 0.9671 -0.1066
C: -3.0788 1.9492 0.8414
N: -1.7305 2.2352 0.4159
C: -0.7139 1.3730 0.7724
O: -0.8240 0.5759 1.6746
N: 0.4261 1.5695 0.0292
C: 1.5922 0.7926 0.1011
C: 2.8164 1.3884 -0.1870
C: 3.9813 0.6401 -0.1676
C: 5.3068 1.2677 -0.4823
C: 3.9069 -0.7138 0.1386
C: 2.6916 -1.3220 0.4130
C: 2.6081 -2.7829 0.7343
C: 1.5308 -0.5615 0.3896
H: -2.8269 0.1780 -2.9079
H: -1.2210 -0.5760 -2.9131
H: -1.4638 0.9758 -2.1045
H: -2.7118 -3.3022 0.2709
H: -1.4113 -2.4947 1.1602
H: -2.8686 -0.7773 1.8429
H: -4.2309 -1.6348 1.0671
H: -4.8319 0.8372 0.2590
H: -3.8525 1.4011 -1.1097
H: -3.0063 1.5136 1.8392
H: -3.6421 2.8840 0.8968
H: -1.6435 2.7343 -0.4566
H: 0.5223 2.4474 -0.4602
H: 2.8557 2.4428 -0.4278
H: 5.6961 0.8739 -1.4211
H: 6.0306 1.0407 0.2986
H: 5.2178 2.3475 -0.5724
H: 4.8150 -1.3001 0.1537
H: 3.5183 -3.3017 0.4432
H: 2.4621 -2.9196 1.8057
H: 1.7603 -3.2329 0.2223
H: 0.5778 -1.0227 0.5834

Cartesian forces (eV/Å) of the 6 atoms listed first:
-0.017 -0.005 -0.003
0.008 -0.191 -0.091
0.586 -0.089 -0.549
-0.187 -0.003 0.183
-0.099 -0.138 0.318
-0.159 0.008 0.039

As for the spin multiplicity: 1. As for the HOMO-LUMO gap: 8.4611 eV. The total energy is -879.0866 Eh. As for the molecular weight: 274.37 g mol⁻¹. As for the HOMO energy: -7.855 eV. The SMILES is CC1=NCCN1CCNC(=O)Nc1cc(C)cc(C)c1. For the LUMO energy, the calculation gives 0.61 eV. Its largest force on an atom is 0.0157 Eh/bohr.



Record 3
Entry from OMol25: a structure of composition C10H10HgN2O4S (the ωB97M-V functional and the def2-TZVPD basis).

Element x y z (Å)
Hg: -0.0726 -0.2877 -3.4222
O: 0.1799 3.4268 -1.1697
C: 0.0964 2.4506 -0.5740
C: -0.1448 -2.3933 -1.7674
O: -0.1689 -3.3289 -1.1223
C: 2.3537 -0.2828 -1.0951
O: 3.4890 -0.2057 -1.0058
C: -2.4305 -0.0429 -1.2517
O: -3.5438 0.1315 -1.0768
C: 0.0074 0.6146 -5.4357
H: -0.9014 1.2047 -5.6179
H: 0.9713 1.1130 -5.6113
C: -0.0605 -0.8147 -5.5777
H: 0.8452 -1.3653 -5.8320
H: -1.0106 -1.2799 -5.8393
C: 0.0509 -1.6464 4.2138
N: 0.0340 -0.2575 3.7755
C: 0.1261 0.8783 4.5609
C: 0.0652 1.9441 3.7077
N: -0.0731 1.4297 2.4330
C: -0.0744 0.0560 2.4499
S: -0.1078 -1.0797 1.1939
H: -0.8550 -2.1553 3.8923
H: 0.8851 -2.1708 3.7552
H: 0.1395 -1.6780 5.3037
H: 0.2276 0.7867 5.6330
H: 0.0998 3.0004 3.9155
H: -0.1275 1.9524 1.5646

Cartesian forces (eV/Å) of the 6 atoms listed first:
0.062 0.479 2.767
-0.211 -2.760 1.478
0.209 2.913 -1.577
-0.067 -2.159 0.946
0.057 1.952 -1.214
2.584 0.112 0.123

As for the spin multiplicity: 1. As for the HOMO-LUMO gap (alpha / beta): 8.3206 / 4.4624 eV. The total energy is -1348.4056 Eh. As for the molecular weight: 454.86 g mol⁻¹. As for the HOMO energy (alpha / beta): -15.923 / -13.965 eV. As for the net charge: +2. For the LUMO energy (alpha / beta), the calculation gives -7.60 / -9.50 eV. Its largest force on an atom is 0.0645 Eh/bohr.



Record 4
Entry from OMol25: a cluster of 2 separate species, C5H10O2 in total (the ωB97M-V functional and the def2-TZVPD basis).

Element x y z (Å)
C: -0.5998 -1.5387 0.2536
C: 0.4848 -1.2389 -0.4547
C: 1.8038 -0.8282 0.1523
O: 2.5366 0.0860 -0.6236
H: -0.6075 -1.4663 1.3407
H: -1.5152 -1.8888 -0.2143
H: 0.4714 -1.2973 -1.5428
H: 1.6291 -0.4586 1.1789
H: 2.4334 -1.7203 0.2401
H: 1.9469 0.8295 -0.8275
C: -1.8559 1.1883 0.1083
C: -0.3990 1.4748 0.0397
O: 0.2149 1.5624 -1.0020
H: -2.1826 0.7572 1.0605
H: -2.1886 0.5972 -0.7450
H: -2.2390 2.2051 0.0263
H: 0.0667 1.7366 1.0095

Cartesian forces (eV/Å) of the 6 atoms listed first:
0.238 -0.217 -0.082
-0.102 -0.273 0.141
-0.109 -0.325 0.240
-0.051 0.175 -0.069
0.043 -0.007 -0.131
0.128 0.052 0.023

As for the spin multiplicity: 1. As for the HOMO-LUMO gap: 10.6110 eV. The total energy is -346.9345 Eh. As for the molecular weight: 102.13 g mol⁻¹. As for the HOMO energy: -9.666 eV. The SMILES is C=CCO.CC=O. For the LUMO energy, the calculation gives 0.94 eV. Its largest force on an atom is 0.0120 Eh/bohr.



Record 5
Entry from OMol25: an isolated molecule of C3H6NP (the ωB97M-V functional and the def2-TZVPD basis).

Element x y z (Å)
C: 1.9124 0.2308 -0.0071
P: 0.0544 -0.2952 0.2377
C: -1.7873 -0.4506 -0.1543
C: -2.5906 0.6577 -0.0820
N: -3.3575 1.5529 -0.0837
H: 2.2162 1.2397 0.0718
H: 2.5126 -0.3101 0.6848
H: 2.0327 0.0562 -1.0090
H: 0.5198 -1.5946 -0.0555
H: 0.2758 -0.1484 1.5202
H: -1.7884 -0.9385 -1.1229

Cartesian forces (eV/Å) of the 6 atoms listed first:
-2.104 1.306 0.113
0.017 -1.219 -1.476
3.879 -0.721 0.071
-2.783 3.481 -0.241
1.659 -1.889 0.273
-0.274 1.443 0.507

As for the spin multiplicity: 1. As for the HOMO-LUMO gap: 7.9072 eV. The total energy is -513.8775 Eh. As for the molecular weight: 87.06 g mol⁻¹. As for the HOMO energy: -8.475 eV. The SMILES is C[PH2]=CC#N. For the LUMO energy, the calculation gives -0.57 eV. Its largest force on an atom is 0.0868 Eh/bohr.



Record 6
Entry from OMol25: a structure of composition C5H7NO (the ωB97M-V functional and the def2-TZVPD basis).

Element x y z (Å)
O: -0.3996 -1.8593 2.0092
C: -0.9289 -1.1020 1.2279
C: -0.1785 -0.2119 0.2808
C: -0.4410 1.2479 -0.1212
N: 0.7411 0.8852 -1.0125
C: 0.0034 -0.4200 -1.2403
C: 1.3023 0.2069 0.2303
H: -2.0377 -1.0512 1.1498
H: -1.3519 1.4904 -0.6776
H: -0.2134 2.0124 0.6289
H: -0.8718 -0.3234 -1.8912
H: 0.6547 -1.2385 -1.5626
H: 2.0400 -0.5758 0.0308
H: 1.6812 0.9392 0.9478

Cartesian forces (eV/Å) of the 6 atoms listed first:
-0.244 0.445 -0.402
0.301 -0.248 0.234
-0.069 -0.158 0.199
-0.259 0.352 0.062
0.098 0.128 -0.112
-0.104 -0.267 -0.334

As for the spin multiplicity: 1. As for the HOMO-LUMO gap: 9.9242 eV. The total energy is -324.5946 Eh. As for the molecular weight: 97.12 g mol⁻¹. As for the HOMO energy: -9.177 eV. For the LUMO energy, the calculation gives 0.75 eV. Its largest force on an atom is 0.0126 Eh/bohr.



Record 7
Entry from OMol25: an isolated molecule of C4H5NO3 (the ωB97M-V functional and the def2-TZVPD basis).

Element x y z (Å)
C: -0.8349 -0.9909 1.5567
C: 0.0532 -0.4346 0.7610
C: 0.5875 1.2479 0.6475
O: 1.7067 1.6396 0.6196
C: 0.4331 -0.5896 -0.6025
O: 1.5474 -1.2920 -0.8318
N: 0.1175 0.3334 -1.4977
O: -1.2471 0.7161 -1.3953
H: -1.3349 -1.9140 1.2916
H: -1.1165 -0.5238 2.4909
H: -0.3339 1.7660 0.9416
H: 1.8161 -1.1360 -1.7505
H: -1.3942 1.1779 -2.2309

Cartesian forces (eV/Å) of the 6 atoms listed first:
0.173 0.135 0.000
-0.008 2.531 -0.107
-0.301 -2.222 3.417
-0.538 -0.165 -0.401
0.664 0.978 -2.344
0.005 0.104 0.107

As for the spin multiplicity: 1. As for the HOMO-LUMO gap: 9.1527 eV. The total energy is -435.7229 Eh. As for the molecular weight: 115.09 g mol⁻¹. As for the HOMO energy: -8.759 eV. The SMILES is C=C(C=O)/C(O)=N\O. For the LUMO energy, the calculation gives 0.39 eV. Its largest force on an atom is 0.0795 Eh/bohr.



Record 8
Entry from OMol25: an isolated molecule of C6H9N (the ωB97M-V functional and the def2-TZVPD basis).

Element x y z (Å)
C: -1.1024 -3.1564 -0.0994
C: -0.8519 -1.7669 0.2829
C: -0.6378 -0.6226 0.5951
C: -0.3722 0.7875 0.9062
C: 0.9884 1.2466 0.4085
C: 1.2992 1.2527 -1.0329
N: 1.0055 2.5043 -0.3334
H: -1.7550 -3.2137 -0.9768
H: -1.5878 -3.7045 0.7138
H: -0.1631 -3.6649 -0.3392
H: -0.4516 0.9571 1.9875
H: -1.1343 1.4191 0.4337
H: 1.8219 1.0407 1.0791
H: 0.5403 0.9256 -1.7391
H: 2.3243 1.0479 -1.3339
H: 1.8616 3.0217 -0.1575

Cartesian forces (eV/Å) of the 6 atoms listed first:
-0.029 -0.099 -0.006
0.117 0.495 0.140
-0.108 -0.449 -0.122
-0.062 0.046 0.011
0.033 -0.183 0.149
0.033 -0.206 -0.205

As for the spin multiplicity: 1. As for the HOMO-LUMO gap: 10.4032 eV. The total energy is -288.6776 Eh. As for the molecular weight: 95.14 g mol⁻¹. As for the HOMO energy: -9.353 eV. The SMILES is CC#CC[C@H]1CN1. For the LUMO energy, the calculation gives 1.05 eV. Its largest force on an atom is 0.0103 Eh/bohr.



What did the seventh record say?
Entry from OMol25: an isolated molecule of C4H5NO3 (the ωB97M-V functional and the def2-TZVPD basis).

Element x y z (Å)
C: -0.8349 -0.9909 1.5567
C: 0.0532 -0.4346 0.7610
C: 0.5875 1.2479 0.6475
O: 1.7067 1.6396 0.6196
C: 0.4331 -0.5896 -0.6025
O: 1.5474 -1.2920 -0.8318
N: 0.1175 0.3334 -1.4977
O: -1.2471 0.7161 -1.3953
H: -1.3349 -1.9140 1.2916
H: -1.1165 -0.5238 2.4909
H: -0.3339 1.7660 0.9416
H: 1.8161 -1.1360 -1.7505
H: -1.3942 1.1779 -2.2309

Cartesian forces (eV/Å) of the 6 atoms listed first:
0.173 0.135 0.000
-0.008 2.531 -0.107
-0.301 -2.222 3.417
-0.538 -0.165 -0.401
0.664 0.978 -2.344
0.005 0.104 0.107

As for the spin multiplicity: 1. As for the HOMO-LUMO gap: 9.1527 eV. The total energy is -435.7229 Eh. As for the molecular weight: 115.09 g mol⁻¹. As for the HOMO energy: -8.759 eV. The SMILES is C=C(C=O)/C(O)=N\O. For the LUMO energy, the calculation gives 0.39 eV. Its largest force on an atom is 0.0795 Eh/bohr.



Please write out number 1 again, unchanged.
Entry from OMol25: a structure of composition C3H9N2S (the ωB97M-V functional and the def2-TZVPD basis).

Element x y z (Å)
C: 1.7278 -0.0228 -0.2093
C: 2.6397 0.9408 0.4404
C: -1.3741 -0.2805 -0.4592
N: 1.6714 -1.1900 -0.4013
N: -2.7136 -0.0620 0.3549
S: -0.3091 1.1252 -0.6281
H: 3.6376 0.3122 0.4500
H: 2.6323 1.9202 -0.1851
H: 2.0883 0.9473 1.4457
H: -0.8624 -1.0255 -0.0136
H: -1.7622 -0.5676 -1.5128
H: 1.3607 -2.0630 -0.6996
H: -2.4259 -0.1134 1.3093
H: -2.9085 0.9122 0.1075
H: -3.4018 -0.8330 0.0013

Cartesian forces (eV/Å) of the 6 atoms listed first:
-1.309 -0.928 -0.350
0.076 -0.560 -0.549
-2.298 1.847 -3.868
1.020 1.610 0.506
0.939 -1.178 -2.481
0.462 0.114 0.624

As for the spin multiplicity: 1. As for the HOMO-LUMO gap: 8.7909 eV. The total energy is -627.0553 Eh. As for the molecular weight: 105.19 g mol⁻¹. As for the HOMO energy: -12.415 eV. As for the net charge: +1. For the LUMO energy, the calculation gives -3.62 eV. Its largest force on an atom is 0.0946 Eh/bohr.



Number 5 is which compound?
C3H6NP